The following is a quantum chemistry calculation of a single C10H15NOS molecule, from OMol25.

Values from the calculation:
E_LUMO in hartree: 0.0222
E_HOMO in Ha: -0.2935
Orbital gap in eV: 8.59

Positions of all 28 atoms, in Å:
C (0.07, 2.52, 0.71)
C (-0.47, 1.84, -0.26)
C (1.05, -0.09, 1.24)
C (1.57, 0.89, 1.77)
C (1.45, 2.28, 1.48)
C (0.65, -1.35, 0.64)
C (-0.78, -1.35, 0.01)
C (-1.84, -0.68, 0.85)
C (-1.11, -2.89, -0.36)
C (1.41, 0.96, -1.81)
N (0.12, 0.98, -1.15)
O (-0.17, -1.03, -2.82)
S (-0.98, -0.36, -1.77)
H (-0.61, 3.10, 1.40)
H (-1.59, 1.92, -0.36)
H (2.29, 2.63, 0.87)
H (1.40, 2.96, 2.33)
H (1.40, -1.58, -0.08)
H (0.72, -2.14, 1.38)
H (-2.00, -1.27, 1.76)
H (-2.65, -0.68, 0.13)
H (-1.72, 0.33, 1.38)
H (-0.21, -3.34, -0.91)
H (-1.97, -2.77, -1.07)
H (-1.09, -3.48, 0.58)
H (2.22, 0.71, -1.04)
H (1.33, 0.04, -2.47)
H (1.51, 1.88, -2.42)

Atomic charges from the natural (NBO) analysis, expressed in e, are listed below:
1 C -0.264
2 C -0.027
3 C 0.068
4 C -0.056
5 C -0.493
6 C -0.552
7 C -0.064
8 C -0.701
9 C -0.652
10 C -0.452
11 N -0.617
12 O -0.930
13 S 1.333
14 H 0.206
15 H 0.197
16 H 0.231
17 H 0.223
18 H 0.242
19 H 0.248
20 H 0.230
21 H 0.216
22 H 0.260
23 H 0.230
24 H 0.225
25 H 0.227
26 H 0.204
27 H 0.262
28 H 0.208